# C16H23F3N2O2S

C16H23F3N2O2S in the gas phase (ωB97M-V/def2-TZVPD, OMol25).

Positions of all 47 atoms, in Å:
C: 2.59541 -0.44606 -0.22502
N: 1.18679 -0.26885 0.06114
C: 0.57932 0.93613 -0.48655
H: 0.75172 1.81266 0.17064
C: -0.94104 0.71964 -0.57005
N: -1.62172 1.90641 -1.04309
S: -1.80614 3.10497 0.08819
O: -1.49106 2.62686 1.39412
O: -1.25324 4.34967 -0.35215
C: -3.64049 3.34777 0.00567
C: -4.34169 2.29220 0.81436
F: -4.23979 2.48504 2.12785
F: -3.88100 1.06029 0.55746
F: -5.66312 2.24938 0.54534
H: -3.93122 3.27325 -1.03815
H: -3.86673 4.33458 0.40183
C: -1.17597 2.34941 -2.34971
H: -1.68695 3.28690 -2.57059
C: 0.33666 2.54938 -2.38679
C: 1.06787 1.30174 -1.89104
H: 0.87920 0.46341 -2.56535
H: 2.13810 1.50671 -1.88384
H: 0.64772 2.78564 -3.40562
H: 0.58236 3.39767 -1.74557
H: -1.48536 1.58978 -3.07401
H: -1.35973 0.48401 0.40462
H: -1.16080 -0.09988 -1.25801
C: 0.88749 -0.44875 1.47854
H: 1.81375 -0.45125 2.06491
C: 0.14384 -1.77454 1.72216
C: 1.00136 -2.94619 1.34636
C: 1.88972 -3.49653 2.26217
C: 2.71491 -4.54754 1.90296
C: 2.66405 -5.06183 0.61866
C: 1.78292 -4.51969 -0.30175
C: 0.95784 -3.47021 0.06057
H: 0.27591 -3.04253 -0.65885
H: 1.73931 -4.91825 -1.30522
H: 3.30747 -5.88264 0.33733
H: 3.39888 -4.96702 2.62675
H: 1.93311 -3.09864 3.26661
H: -0.12316 -1.82807 2.77916
H: -0.77053 -1.77878 1.12904
H: 0.27107 0.37600 1.84805
H: 2.93159 -1.35482 0.26988
H: 3.21732 0.39399 0.12132
H: 2.74405 -0.58140 -1.29428

## Properties
E: -43028.298 eV
ΔE to the lowest compared entry with this formula, charge and spin: 0.0 kJ/mol
lowest unoccupied orbital energy: 0.0227 hartree
structure (SMILES): CN(CCc1ccccc1)[C@H]1CCCN(S(=O)(=O)CC(F)(F)F)C1
HOMO energy: -8.52 eV

These are the natural (NBO) partial charges, in e, on atoms 1 to 2: -0.4079 -0.4699